(1)
Entry from the Open Molecules 2025 dataset: a cluster of 3 separate species, C3H15N3O2 in total at a distorted geometry (the ωB97M-V functional and the def2-TZVPD basis).

Cartesian coordinates (Å):
1 C 0.74 -0.32 -0.46
2 N 1.03 1.05 -0.13
3 C 0.73 1.57 1.16
4 N -0.63 2.02 1.42
5 C -0.76 -0.64 -0.74
6 N -1.38 -1.61 0.15
7 H 1.12 -0.97 0.32
8 H 1.28 -0.57 -1.38
9 H 1.82 1.50 -0.57
10 H 1.41 2.40 1.34
11 H 1.01 0.89 1.97
12 H -0.92 2.68 0.72
13 H -1.29 1.26 1.41
14 H -1.32 0.30 -0.66
15 H -0.85 -0.93 -1.79
16 H -1.44 -1.18 1.07
17 H -0.75 -2.42 0.26
18 H 0.71 -4.24 1.55
19 H -0.69 -4.79 1.23
20 O -0.01 -4.18 0.90
21 H 0.03 2.85 -1.81
22 H 0.47 2.58 -3.23
23 O -0.32 2.75 -2.71

Properties
* HOMO-LUMO gap (spin up / spin down): 2.04 / 8.44 eV
* energy relative to the best compared isomer or geometry (same formula, charge and spin): 0.0 kcal per mole
* net charge: -1
* <S²>: 0.750
* HOMO energy (spin up / spin down): 0.944 / -5.555 eV
* multiplicity: 2

natural (NBO) population analysis, charges in e, atoms 1 to 2: -0.333 -0.686

***

(2)
Entry from the Open Molecules 2025 dataset: a structure of composition C4H8O2 (the ωB97M-V functional and the def2-TZVPD basis).

Cartesian coordinates (Å):
1 O 2.10 1.11 -0.33
2 C 1.14 0.42 -0.59
3 C -0.17 0.47 0.14
4 C -1.35 0.77 -0.80
5 O -1.81 -0.58 -0.74
6 C -0.88 -0.89 0.30
7 H 2.45 -0.62 1.47
8 H 2.24 -1.24 1.83
9 H 1.17 -0.31 -1.43
10 H -0.08 1.09 1.04
11 H -2.08 1.48 -0.38
12 H -1.09 1.08 -1.82
13 H -1.37 -1.02 1.27
14 H -0.28 -1.78 0.06

Properties
* HOMO-LUMO gap: 10.81 eV
* energy relative to the best compared isomer or geometry (same formula, charge and spin): 73.4 kcal per mole
* net charge: 0
* HOMO energy: -9.908 eV
* multiplicity: 1

natural (NBO) population analysis, charges in e, atoms 1 to 2: -0.514 0.449

***

(3)
Entry from the Open Molecules 2025 dataset: a structure of composition C21H41N4O3Ru (the ωB97M-V functional and the def2-TZVPD basis).

Cartesian coordinates (Å):
1 Ru -0.17 -0.64 -0.31
2 C 1.09 -3.06 -2.08
3 C -0.24 -3.05 -2.82
4 N -1.07 -1.90 -2.41
5 C -2.49 -2.21 -2.17
6 C -2.86 -2.06 -0.69
7 N -1.72 -2.38 0.19
8 C -1.22 -3.76 0.14
9 C 0.31 -3.80 0.18
10 N 0.93 -2.75 -0.65
11 H 1.76 -2.30 -2.50
12 H 1.57 -4.03 -2.23
13 H -0.77 -3.97 -2.62
14 H -0.04 -3.03 -3.89
15 H -0.98 -1.17 -3.10
16 H -2.72 -3.22 -2.52
17 H -3.14 -1.54 -2.74
18 H -3.74 -2.67 -0.47
19 H -3.12 -1.01 -0.50
20 H -1.98 -2.14 1.15
21 H -1.59 -4.23 -0.77
22 H -1.60 -4.35 0.97
23 H 0.65 -4.79 -0.11
24 H 0.63 -3.63 1.21
25 H 1.86 -2.56 -0.30
26 C 2.81 0.35 -1.85
27 O 2.37 -0.36 -0.69
28 C 3.23 -0.16 0.43
29 C 2.62 -0.84 1.64
30 O 1.28 -0.38 1.76
31 C 0.59 -0.80 2.93
32 C -0.64 0.08 3.04
33 O -1.43 -0.08 1.87
34 C -2.53 0.84 1.85
35 H 3.81 0.02 -2.14
36 H 2.82 1.43 -1.67
37 H 2.10 0.13 -2.65
38 H 3.36 0.91 0.61
39 H 4.21 -0.60 0.23
40 H 3.20 -0.55 2.53
41 H 2.66 -1.93 1.56
42 H 1.21 -0.65 3.82
43 H 0.32 -1.86 2.87
44 H -0.33 1.13 3.15
45 H -1.21 -0.21 3.93
46 H -3.15 0.72 2.75
47 H -3.14 0.62 0.97
48 H -2.17 1.87 1.79
49 C 1.88 3.80 2.35
50 N 0.79 3.66 1.43
51 C -0.52 4.03 1.90
52 C 1.00 2.65 0.42
53 C 0.00 2.59 -0.70
54 C -0.37 3.78 -1.33
55 C -1.29 3.78 -2.37
56 C -1.84 2.58 -2.80
57 C -1.45 1.40 -2.20
58 C -0.54 1.38 -1.14
59 H 1.65 4.57 3.09
60 H 2.80 4.09 1.84
61 H 2.09 2.86 2.90
62 H -0.52 5.09 2.17
63 H -0.82 3.48 2.81
64 H -1.27 3.88 1.14
65 H 1.07 1.65 0.87
66 H 1.99 2.85 -0.02
67 H 0.08 4.71 -1.00
68 H -1.57 4.71 -2.85
69 H -2.57 2.57 -3.61
70 H -1.90 0.47 -2.57

Properties
* HOMO-LUMO gap (spin up / spin down): 8.22 / 4.94 eV
* energy relative to the best compared isomer or geometry (same formula, charge and spin): 6.1 kcal per mole
* net charge: +2
* <S²>: 8.758
* HOMO energy (spin up / spin down): -12.860 / -12.826 eV
* multiplicity: 6

natural (NBO) population analysis, charges in e, atoms 1 to 2: 1.648 -0.236